Entry 1:
ORCA calculation (ωB97M-V/def2-TZVPD) on a cluster of 2 separate species, C18H39FN2O9P4S2 in total.

Spin multiplicity   1
HOMO energy   -8.29 eV
Maximum force   7.4 eV/Å
LUMO energy   -0.7 eV

XYZ file:
```
75
Properties=species:S:1:pos:R:3:forces:R:3
C -2.492627 1.059049 -2.276521 -0.153 1.066 0.439
C -1.003382 1.022814 -2.989574 0.137 0.554 0.073
C 0.193205 0.627620 -1.935226 -0.499 -0.277 0.588
C 0.545595 2.000154 -1.048245 -1.183 -0.199 -1.939
N 1.098099 1.699952 0.327163 0.741 3.422 1.463
C 2.560374 1.309278 0.304526 1.025 -0.801 -1.531
C 2.721381 -0.322527 0.328176 0.825 0.056 -0.685
C 3.257553 -0.950371 1.743912 0.586 0.902 -0.043
C 2.092404 -1.403480 2.799553 1.051 1.796 0.744
P 0.863966 -2.723146 2.174740 0.280 -2.036 0.157
N 0.229266 -2.862623 0.519632 -4.188 -1.171 2.013
C -0.901727 -3.627498 0.434273 0.617 1.418 -0.443
C -1.245144 -4.997058 1.262582 -0.743 -0.373 -0.766
C -2.088701 -3.058106 -0.596806 0.103 0.147 0.958
P 2.483720 -4.160181 1.676396 1.676 -0.413 0.058
P 2.376860 -4.818045 -0.390043 4.546 -4.537 -3.683
O 3.735100 -5.642801 -0.669602 -4.999 3.108 1.362
O 2.340727 -3.556934 -1.588477 -0.513 -1.068 3.183
O 1.085661 -5.992000 -0.714663 1.158 1.846 2.197
P -0.896035 -1.554240 2.873169 -4.541 4.986 -1.438
O -1.300604 -0.465324 1.799486 1.265 -3.310 3.618
O -2.322612 -2.588310 3.107539 3.403 0.365 1.714
O -0.621825 -0.861055 4.487083 -0.309 -0.437 -2.627
C 1.021222 2.918885 1.251986 -0.816 0.872 -0.809
S 0.745476 4.520412 0.752488 0.139 -2.694 0.602
S 1.270395 2.615246 3.091986 -0.516 -0.553 -1.007
C 0.315409 3.844873 4.133843 -0.968 0.946 0.629
C 1.029940 5.314215 4.278728 0.099 0.007 0.749
C 2.595704 5.376606 3.795893 0.423 1.188 0.236
H -2.937766 2.163044 -2.346519 0.980 -2.452 0.084
H -2.428294 0.823090 -1.118392 -0.081 0.224 -2.402
H -3.275906 0.364675 -2.801661 1.662 1.148 1.078
H -0.759846 2.122534 -3.365838 -0.553 -2.366 0.493
H -1.046033 0.302879 -3.914447 0.313 1.400 1.847
H -0.262849 -0.217854 -1.226621 1.220 1.809 -1.333
H 1.171525 0.205151 -2.468348 -2.157 0.940 1.059
H -0.483779 2.604378 -1.026281 2.403 -1.366 0.543
H 1.264336 2.643963 -1.730294 -1.160 -1.110 1.558
H 3.228489 1.865901 1.102548 -1.587 -1.291 -1.360
H 2.978413 1.666158 -0.755245 -0.742 -0.643 2.235
H 3.550986 -0.582882 -0.489669 -1.649 0.527 1.753
H 1.722700 -0.775954 -0.076117 1.702 0.766 1.031
H 4.069327 -1.764392 1.508579 -1.884 1.322 0.663
H 3.853689 -0.065012 2.281458 -1.305 -1.950 -1.019
H 1.546061 -0.394165 3.128809 0.869 -2.301 -0.892
H 2.591881 -1.806863 3.806046 -1.119 0.520 -2.271
H 0.441886 -3.722791 3.167207 0.386 0.774 -0.190
H -2.324345 -4.948197 1.770084 2.559 0.147 -1.011
H -0.418761 -5.355124 2.009278 -1.585 0.989 -1.325
H -1.340794 -5.863639 0.446793 0.237 2.043 1.532
H -2.337371 -1.948927 -0.231859 0.881 -2.378 -0.650
H -1.738502 -2.999402 -1.711419 -0.632 -0.341 2.186
H -3.091477 -3.663932 -0.434477 2.280 0.974 -0.609
H 2.295855 -5.353699 2.498868 -0.268 0.620 -0.983
H 2.539482 -2.684728 -1.138495 -0.461 -1.231 -0.599
H 0.924188 -6.478184 0.168697 0.554 1.164 -1.995
H -2.137885 -3.157396 3.932545 -0.539 1.173 -1.653
H -0.553839 0.136663 4.427418 -0.191 -1.529 -0.342
H -0.810252 3.898235 3.762020 2.511 0.007 0.593
H 0.257220 3.379876 5.229475 0.388 0.537 -2.567
H 0.353747 6.120102 3.766357 1.563 -1.544 0.744
H 1.027155 5.573689 5.442447 -0.033 -0.535 -2.487
H 3.289009 4.550887 4.252260 -1.608 1.446 -0.739
H 2.760212 5.381013 2.636815 -0.643 -0.166 2.205
H 3.022054 6.418911 4.188716 -0.893 -2.211 -0.835
O -3.523170 3.649330 -4.323578 -0.222 -2.012 -2.198
C -3.607000 2.833602 -5.226589 0.288 1.984 2.682
O -2.930199 1.645003 -5.251993 -0.425 1.039 -0.032
C -3.398648 0.942908 -6.385821 0.506 -1.164 -0.061
C -3.910304 2.039279 -7.256384 -0.614 0.046 -0.581
F -4.956026 1.615566 -8.001096 -0.092 0.047 -0.295
O -4.380021 2.998488 -6.336510 0.788 -0.173 0.382
H -4.183720 0.243033 -6.080487 -0.087 0.189 -0.202
H -2.590484 0.378783 -6.859136 -0.013 0.154 0.220
H -3.150345 2.490599 -7.903139 -0.195 -0.032 -0.072
```
Positions in Å, forces in eV/Å.

Atomic partial charges in e from the Mulliken method, atoms 1 to 6: -0.87 -0.42 0.19 -1.17 0.61 -0.98

***

Entry 2:
ORCA calculation (ωB97M-V/def2-TZVPD) on a structure of composition C18H39MgN4O8.

Spin multiplicity   2
HOMO energy (spin up / spin down)   -12.92 / -12.92 eV
Maximum force   3.6 eV/Å
LUMO energy (spin up / spin down)   -7.3 / -10.8 eV
Charge   +2

XYZ file:
```
70
Properties=species:S:1:pos:R:3:forces:R:3
Mg 1.782458 1.436837 1.409478 0.550 -0.274 -1.202
C -0.914922 -0.973943 -0.349092 0.663 1.238 1.076
C 0.115898 -0.081143 0.425878 0.364 -1.208 -1.273
O 0.073448 0.083247 1.652578 -1.403 0.419 2.802
O 1.116238 0.455507 -0.105122 0.588 0.337 -2.854
H -1.847362 -0.744393 0.166618 -0.142 -0.526 -0.162
H -0.653512 -2.023843 -0.216912 -0.010 0.067 0.200
H -1.012512 -0.776743 -1.416652 0.312 0.276 0.139
C 0.768718 -1.745723 5.649858 2.806 -0.811 -0.015
O 1.627218 -2.222103 6.384368 -0.215 0.608 -0.855
N -0.483932 -1.650933 5.947668 -2.139 -0.228 1.811
C -1.505792 -1.219543 5.045938 -0.116 -0.102 0.104
C -0.945962 -2.056463 7.299668 0.266 1.025 -1.176
H 0.939158 -1.364123 4.631268 0.585 0.053 -0.321
H -1.096852 -0.510193 4.326428 -0.097 -0.075 -0.158
H -2.297472 -0.750893 5.630508 -0.014 0.199 -0.133
H -1.940572 -2.090163 4.554918 -0.183 0.053 -0.355
H -1.689342 -2.831723 7.114008 -0.088 0.047 0.762
H -0.106362 -2.336043 7.936078 -0.174 -0.312 -0.383
H -1.328072 -1.100203 7.656948 -0.687 -0.455 0.666
C 2.118278 -4.472573 3.516068 1.105 1.206 1.039
O 3.230008 -4.264093 3.933678 0.433 -0.523 0.137
N 1.644798 -3.895813 2.403168 -1.226 1.171 -1.609
C 0.263818 -4.206383 2.083338 -0.048 -0.380 0.199
C 2.400038 -2.995893 1.464228 -1.198 -1.660 1.065
H 1.331868 -5.001543 4.076378 0.240 -0.374 -0.037
H 0.258548 -5.007963 1.344728 -0.552 0.186 -0.298
H -0.384462 -3.365563 1.836658 0.450 0.384 -0.618
H -0.251872 -4.557363 2.977188 0.270 -0.407 0.061
H 3.459688 -3.047453 1.714408 -0.179 0.208 -0.068
H 2.178818 -3.360833 0.461238 0.412 -0.099 -0.153
H 1.947628 -2.005313 1.510868 0.308 0.324 0.291
C -2.648482 2.711497 -0.567822 2.138 2.359 0.071
O -2.018962 3.488637 0.190508 -1.414 -1.792 -1.516
N -3.321282 1.650977 -0.093652 0.253 -2.514 2.104
C -3.371742 1.317477 1.347468 -0.098 0.551 -0.085
C -4.002312 0.760597 -0.980452 -0.545 -0.782 -1.165
H -2.651372 2.714047 -1.668812 0.132 0.541 0.143
H -3.076312 0.317377 1.664708 -0.184 -0.479 -1.034
H -4.447202 1.421447 1.491228 -0.103 0.072 0.885
H -2.722982 1.919497 1.983698 -0.513 0.732 -0.494
H -4.078942 -0.284883 -0.681802 0.155 0.290 0.880
H -5.023242 1.119307 -1.111332 -0.341 0.227 0.055
H -3.586762 0.691647 -1.985772 0.456 0.725 -0.102
C 3.738208 2.913677 -0.804522 0.648 0.357 -3.492
O 3.167738 2.342907 0.136848 -0.498 -0.553 1.366
N 4.270858 2.336487 -1.916732 -1.863 -0.514 1.715
C 4.775868 3.106037 -3.071132 -0.393 0.160 0.750
C 4.169988 0.863157 -2.074182 2.310 0.537 0.166
H 3.765268 4.001257 -0.973742 0.009 -0.019 0.969
H 4.134818 2.925207 -3.933952 0.336 -0.448 -0.115
H 5.826298 2.848097 -3.205912 -0.185 0.059 -0.376
H 4.666928 4.176797 -2.898792 0.241 -0.027 0.335
H 4.075888 0.406577 -1.088912 -0.874 -0.034 -0.363
H 3.577308 0.511057 -2.918502 -0.642 0.299 0.522
H 5.184588 0.570877 -2.344842 0.170 -0.180 -0.206
O -2.048822 1.148277 -3.742322 1.771 0.175 -0.959
C -1.002332 1.160177 -4.431962 -2.044 -0.431 0.757
O -0.977812 1.207487 -5.734252 0.637 -0.349 -1.103
C -2.181152 1.328737 -6.519532 -2.217 1.265 1.276
C -2.487942 2.835257 -6.713532 1.085 -0.178 -0.761
C 0.360708 1.152827 -3.801172 -0.930 0.338 0.550
H -2.998022 0.902157 -5.937422 0.076 -0.111 0.175
H -2.204872 0.760547 -7.449412 1.075 0.159 0.087
H -1.712912 3.233997 -7.368082 -0.071 0.049 -0.327
H -2.378592 3.469977 -5.834172 -0.316 -0.530 0.436
H -3.447892 3.039867 -7.187572 0.003 -0.292 0.096
H 0.650468 2.203547 -3.812192 0.388 0.018 0.051
H 1.133918 0.528367 -4.248722 -0.354 0.045 -0.103
H 0.093498 0.882377 -2.779622 0.822 -0.096 0.129
```
Positions in Å, forces in eV/Å.

Atomic partial charges in e from the natural (NBO) method, atoms 1 to 6: 1.85 -0.72 0.80 -0.82 -0.87 0.20

***

Entry 3:
ORCA calculation (ωB97M-V/def2-TZVPD) on a structure of composition C18H39N3O5S3.

Spin multiplicity   1
HOMO energy   -8.78 eV
Maximum force   8.8 eV/Å
LUMO energy   -1.0 eV

XYZ file:
```
68
Properties=species:S:1:pos:R:3:forces:R:3
C -0.010620 0.261080 -23.417220 -1.885 0.079 0.818
C -1.205500 -0.387120 -22.710290 1.691 1.800 -1.936
N -2.058330 -0.935000 -22.165430 -1.458 6.218 -2.496
H 0.641860 -0.438270 -23.939980 0.047 -0.076 0.561
H 0.426350 0.909950 -22.658190 0.641 -0.412 0.009
H -0.373860 0.981540 -24.150090 -0.315 -0.231 -0.126
C -2.720640 -3.128040 -17.539720 -0.791 0.677 4.075
C -3.279760 -1.839300 -17.044130 0.829 1.619 3.278
N -3.640750 -0.811010 -16.577250 1.950 -3.877 -0.345
H -1.771780 -3.094290 -18.075090 -0.278 0.746 0.973
H -3.429210 -3.701840 -18.137020 -0.436 1.116 1.223
H -2.575750 -3.849820 -16.735900 0.185 0.535 0.843
C -0.007680 -0.588520 -19.298700 -0.721 -0.080 -0.935
C 0.252610 0.730840 -18.763740 1.196 3.053 1.927
N 0.482100 1.780990 -18.281430 -0.782 -3.115 -1.607
H 0.768540 -1.006840 -19.939480 0.596 0.269 0.538
H -0.815660 -0.498670 -20.024780 -0.284 0.267 0.323
H -0.327230 -1.329910 -18.566360 0.234 0.243 0.211
C -1.471910 -5.772990 -21.851490 1.028 -1.423 1.769
S -2.943690 -6.658010 -21.064390 3.016 -1.359 0.474
O -2.614850 -8.154500 -21.118930 -0.700 2.250 -0.003
C -2.375970 -6.061870 -19.407680 0.711 -2.091 1.438
H -1.667510 -4.712110 -22.007570 0.071 -1.585 0.634
H -1.160360 -6.238670 -22.786470 0.251 -0.402 0.429
H -0.610360 -5.870730 -21.190970 -0.006 -0.111 0.463
H -3.273940 -5.870210 -18.820310 0.075 -0.176 0.135
H -1.720900 -5.195410 -19.317030 -0.126 -1.387 -0.851
H -1.779920 -6.798070 -18.868370 -0.468 -1.105 -0.484
C -4.024840 -4.941170 -24.884930 -0.373 0.077 -1.197
S -2.656860 -5.283360 -23.736860 -2.472 1.419 -5.529
O -1.538330 -5.617990 -24.710540 -0.462 0.276 1.187
C -2.551640 -3.511990 -23.345360 0.275 0.023 -0.528
H -4.235620 -5.806230 -25.513700 0.376 -0.079 0.045
H -3.716280 -4.089720 -25.491490 0.258 -0.292 -0.388
H -4.941360 -4.609910 -24.396700 0.691 -0.623 -0.780
H -2.372390 -2.862100 -24.201880 -0.422 -0.404 -0.409
H -1.786030 -3.240910 -22.618410 -0.845 -1.755 -2.637
H -3.489180 -3.298880 -22.831850 1.026 0.336 -0.873
C -5.558340 1.836710 -18.999390 -0.515 0.299 0.550
S -6.044200 0.401690 -17.940910 -1.947 2.021 -0.823
O -7.480110 0.169880 -18.461000 2.087 -0.419 0.584
C -4.922050 -0.768320 -18.726570 -4.563 3.374 1.159
H -6.288280 2.612930 -18.769710 0.007 -0.026 0.328
H -5.758230 1.624760 -20.049740 0.321 -0.484 0.001
H -4.570840 2.257690 -18.810390 0.129 -0.335 -0.020
H -5.045030 -0.619490 -19.799340 -1.008 1.207 0.897
H -5.470990 -1.659780 -18.423120 0.204 -0.409 0.136
H -3.904830 -0.707760 -18.339660 -2.234 1.099 -0.368
C -5.442560 -1.969510 -22.125940 0.251 0.074 -0.139
C -5.114420 -3.434030 -21.849840 -1.897 -2.453 -1.957
O -5.096860 -4.290960 -22.794790 -1.594 3.211 5.590
C -4.937400 -3.831330 -20.400450 -2.697 -0.982 -0.795
H -6.444910 -1.813800 -22.524890 -0.017 -0.253 0.167
H -4.740790 -1.525320 -22.831850 -0.013 -0.311 -0.553
H -5.206840 -1.387280 -21.235130 -1.828 -0.187 -0.678
H -5.095950 -2.975700 -19.744060 -0.686 -1.722 -0.611
H -3.964010 -4.279900 -20.201930 -2.087 -0.470 -0.625
H -5.749870 -4.484850 -20.082810 -0.057 -0.599 -0.612
C -1.435760 -2.667770 -21.119290 2.792 -3.252 3.246
C -2.579420 -2.811510 -20.144560 1.177 -0.818 -0.040
O -2.711980 -3.871220 -19.474360 2.230 5.156 -6.759
C -3.563310 -1.665290 -20.079740 4.217 -3.419 -1.064
H -1.071980 -3.639960 -21.451860 0.399 0.198 1.714
H -0.511720 -2.263930 -20.705590 -0.421 0.323 0.128
H -1.658730 -2.164150 -22.059910 0.703 -1.627 2.337
H -3.168360 -0.815110 -19.523590 1.312 -0.331 -1.674
H -4.439830 -2.011790 -19.532260 2.929 0.071 -1.350
H -3.742110 -1.490850 -21.140730 0.484 0.640 1.003
```
Positions in Å, forces in eV/Å.

Atomic partial charges in e from the natural (NBO) method, atoms 1 to 6: -0.71 0.41 -0.47 0.27 0.27 0.26

***

no.,electronic energy (eV)
1,-102241.381
2,-47067.421
3,-66488.056